1.
C3H3NO | wB97M-V/def2-TZVPD

net charge	0
ΔE to the lowest compared entry with this formula, charge and spin	9.08	kcal per mole
multiplicity	1

Element x y z (Å)
N 2.259 0.822 0.739
C 1.357 0.248 0.310
C 0.178 -0.385 -0.302
C -1.102 0.268 0.067
O -1.185 1.003 1.026
H 0.180 -1.440 0.062
H 0.262 -0.404 -1.380
H -1.950 -0.111 -0.523


2.
C21H27N5O4Zn | wB97M-V/def2-TZVPD

net charge	0
multiplicity	1

Element x y z (Å)
Zn -1.587 -1.239 -0.084
N -1.767 1.110 -0.978
C -2.568 2.066 -1.753
C -3.748 2.651 -0.976
C -5.004 1.790 -0.899
N -4.811 0.608 -0.070
H -1.419 1.575 -0.143
H -0.940 0.896 -1.528
H -2.920 1.571 -2.664
H -1.938 2.916 -2.060
H -4.027 3.585 -1.465
H -3.426 2.896 0.037
H -5.286 1.454 -1.903
H -5.819 2.424 -0.521
H -5.706 0.191 0.159
H -4.360 0.857 0.804
N -3.301 -1.436 -1.195
C -4.076 -2.623 -0.799
C -3.205 -3.866 -0.718
C -2.210 -3.865 0.480
O -1.817 -4.927 0.907
O -1.876 -2.717 0.962
H -3.879 -0.594 -1.015
H -3.076 -1.489 -2.183
H -4.903 -2.790 -1.506
H -4.499 -2.425 0.190
H -2.609 -3.968 -1.627
H -3.833 -4.755 -0.626
O 0.049 -1.854 -1.255
C 0.709 -1.133 -0.496
N 2.029 -0.902 -0.529
C 2.403 0.084 0.471
C 0.994 0.452 1.032
O 0.773 1.328 1.831
N 0.098 -0.369 0.439
C 3.113 1.228 -0.227
C 4.486 1.168 -0.440
C 5.126 2.155 -1.170
C 4.404 3.210 -1.701
C 3.037 3.274 -1.495
C 2.396 2.285 -0.771
C 3.150 -0.500 1.650
C 3.699 0.344 2.608
C 4.302 -0.179 3.738
C 4.370 -1.550 3.922
C 3.820 -2.394 2.972
C 3.206 -1.873 1.848
H 2.684 -1.452 -1.056
H 5.051 0.346 -0.028
H 6.191 2.099 -1.336
H 4.902 3.979 -2.274
H 2.467 4.094 -1.909
H 1.329 2.341 -0.615
H 3.653 1.411 2.458
H 4.706 0.485 4.487
H 4.846 -1.967 4.797
H 3.845 -3.465 3.107
H 2.769 -2.542 1.120


no.,calculated total energy (Eh),HOMO level (eV)
1,-246.0771,-10.866
2,-3170.6235,-8.604